No. 1
Molecular formula: C31H47MnNO2P2S2
Method: DFT, ωB97M-V/def2-TZVPD

```
86
Properties=species:S:1:pos:R:3:forces:R:3
Mn 1.104149 2.911352 -2.819890 1.528 -0.961 5.443
C 1.647345 1.009058 2.980310 -0.078 -0.308 0.134
C 0.423835 1.705378 2.819687 -0.220 -0.207 0.205
C -0.041678 -0.371776 3.728280 -0.016 0.143 0.399
C 1.364256 -0.266542 3.557399 0.265 0.256 -0.196
C -0.618747 0.854745 3.297730 -0.159 0.117 -0.212
C 3.003341 1.500513 2.667245 0.361 0.373 -0.111
H 2.996823 2.552650 2.355689 0.002 -0.280 0.112
H 3.466848 0.914570 1.858755 -0.115 0.037 0.195
H 3.658560 1.407058 3.546792 -0.134 0.024 -0.247
C 2.379298 -1.256441 3.972909 0.458 -0.279 -0.078
H 3.357487 -1.064950 3.500609 -0.416 -0.029 0.212
H 2.080238 -2.284994 3.717106 -0.001 0.297 0.166
H 2.526177 -1.212744 5.067971 -0.080 -0.067 -0.328
C -0.755487 -1.486361 4.378896 0.163 -0.337 -0.163
H -1.131119 -1.193233 5.369825 0.037 -0.003 -0.181
H -0.094215 -2.348837 4.499349 -0.109 0.102 0.110
H -1.608355 -1.822573 3.783875 -0.101 0.078 0.046
C -2.056456 1.182084 3.391282 -0.549 0.032 -0.130
H -2.282051 1.694922 4.342534 0.118 -0.120 -0.211
H -2.687190 0.279339 3.356501 0.317 0.275 0.048
H -2.381656 1.852968 2.582752 0.141 -0.162 0.238
C 0.258228 3.094302 2.323914 -0.204 0.175 -0.215
H 0.546787 3.817867 3.110634 -0.064 -0.241 -0.367
H -0.791085 3.291995 2.050846 0.431 -0.027 0.145
H 0.885169 3.266991 1.432563 -0.180 0.023 0.474
C 1.783251 2.188703 -4.375700 1.686 1.120 -2.592
C 2.346670 3.547423 -3.996057 -0.287 -0.902 -2.765
C 1.755960 4.809476 -4.633318 0.276 0.486 0.036
C 0.286983 5.087448 -4.162097 -0.026 0.820 -0.112
C -0.250218 4.133015 -3.112489 -1.641 -0.948 -1.287
C -0.642026 2.713196 -3.459308 -1.783 1.773 -1.727
C -0.690732 2.284581 -4.939218 -0.150 -0.844 0.084
C 0.730038 2.010239 -5.509109 0.173 -0.835 0.242
H 1.784077 4.787572 -5.732357 0.071 -0.333 0.306
H -0.370640 5.151002 -5.032850 -0.089 -0.271 0.088
H 2.347336 5.700165 -4.359518 -0.035 -0.595 -0.004
H 0.875657 2.548253 -6.473967 0.415 -0.053 0.963
H 2.431108 1.293293 -4.240518 -0.324 0.775 0.324
H 3.336156 3.578740 -3.538712 -0.090 -0.029 -0.007
H 0.788185 0.927061 -5.760873 -0.068 0.782 -0.023
H -1.233233 1.329030 -5.006612 0.019 0.362 0.222
H -1.399832 2.206686 -2.855216 0.421 0.300 0.340
H -1.269838 2.960508 -5.590066 0.320 0.144 0.508
H 0.280159 6.100550 -3.742640 -0.100 -0.276 0.014
H -0.769946 4.565431 -2.258470 0.269 -0.118 0.161
P 0.204502 -1.309621 -1.267909 0.798 3.316 -1.836
P -2.432926 -0.561705 -0.021127 -0.983 -0.404 -0.482
C -1.239243 -2.062874 -2.082182 -0.267 -1.224 0.331
C -2.633766 -1.588482 -1.592207 0.639 -0.025 -0.060
H -1.141805 -3.150973 -2.058989 -0.207 -0.020 -0.315
H -1.016640 -1.702293 -3.102853 -0.108 -0.298 0.265
H -3.093152 -0.983671 -2.401555 0.129 -0.311 0.599
H -3.312297 -2.445961 -1.394854 0.610 0.484 -0.059
C -4.155890 -0.857331 0.609770 0.228 0.015 0.305
H -4.197279 -0.278379 1.550778 -0.376 -0.520 -0.216
H -4.369953 -1.935843 0.762816 0.046 0.769 0.088
H -4.869125 -0.391249 -0.099198 0.225 -0.522 0.367
C -2.913614 1.063420 -0.689940 0.010 0.540 -0.022
H -3.458978 0.881198 -1.617231 -0.106 0.452 0.059
H -2.083125 1.755548 -0.854106 -0.046 -0.070 0.008
H -3.594132 1.476280 0.061784 0.108 0.355 -0.304
C 1.567392 -1.790546 -2.437480 -0.251 -0.663 -0.112
H 2.569374 -1.451240 -2.106271 -0.716 0.186 -0.211
H 1.250881 -1.330391 -3.401748 0.606 -0.398 0.474
H 1.657980 -2.891689 -2.539177 -0.158 0.511 -0.195
C 1.923209 2.643854 -1.071746 -0.632 -0.783 0.592
H 1.170094 1.947343 -0.600955 0.619 0.541 -0.229
H 1.985237 3.624138 -0.530919 0.000 -0.704 -0.647
H 2.901891 2.118585 -1.136921 -0.581 0.413 -0.069
O -2.932868 -5.015047 0.833612 0.821 0.764 0.414
S -2.108232 -4.267766 1.748596 -0.783 -0.200 0.984
O -2.711275 -3.803879 3.003829 0.975 -0.205 -1.881
N -1.347629 -2.969646 0.957560 1.846 -0.185 0.064
C -0.035273 -3.081760 1.040490 -1.759 0.123 -0.082
S 1.141522 -1.867100 0.492009 -0.899 -1.309 0.841
C 0.492818 -4.270037 1.690091 -0.126 -1.087 0.970
C 1.811635 -4.577750 2.057369 -0.245 0.315 0.001
C 2.036118 -5.619273 2.959987 -0.907 -0.626 0.082
C 0.950957 -6.408543 3.433890 -0.392 1.120 -0.833
C -0.386490 -6.089260 3.062511 1.003 -0.056 -0.484
C -0.574111 -5.056652 2.145533 0.752 -0.321 1.162
H 2.637310 -3.978448 1.654572 -0.298 -0.263 0.263
H 3.042762 -5.833651 3.316966 -0.235 -0.027 -0.240
H 1.134916 -7.260632 4.072054 0.027 0.106 0.160
H -1.240411 -6.628388 3.458685 0.178 -0.061 -0.013
```
Forces are in eV/Å.

Summary:
Relative energy (zero: lowest compared OMol25 entry of this formula, charge and spin) in eV: 0.000
Spin multiplicity: 4
Total charge: +2
Highest occupied orbital energy (spin up / spin down) in eV: -12.46 / -12.46

***

No. 2
Molecular formula: C31H47N3O4PPdSSi
Method: DFT, ωB97M-V/def2-TZVPD

```
89
Properties=species:S:1:pos:R:3:forces:R:3
Pd 1.369851 0.630815 -0.239160 -0.181 0.007 0.256
O 3.247369 -0.905773 -2.373422 -0.024 -0.023 -0.154
N 3.401290 -0.912332 -1.003089 0.091 -0.058 0.189
C 4.503394 -0.403373 -0.637074 -0.122 0.052 0.081
C 4.883067 -0.336272 0.788382 0.036 -0.058 -0.123
C 6.251132 -0.525639 1.025504 -0.029 0.000 0.068
C 6.771306 -0.576242 2.303395 -0.055 0.011 0.015
C 5.909307 -0.438084 3.383491 0.011 0.005 -0.014
C 4.563199 -0.215088 3.154979 -0.003 -0.007 0.054
C 4.012098 -0.127904 1.874128 -0.003 0.028 -0.001
P 2.184276 0.280709 1.728456 0.338 0.098 -0.076
C 2.007634 1.530500 3.072216 -0.081 -0.057 -0.037
C 0.724083 1.705506 3.594968 0.000 -0.049 0.014
C 0.449857 2.711382 4.503884 -0.023 0.017 0.027
C 1.455011 3.585753 4.899915 0.013 0.018 0.009
C 2.727027 3.440304 4.369118 -0.004 0.028 0.011
C 2.999620 2.422592 3.463515 0.081 0.075 -0.030
C 1.578378 -1.239233 2.574395 -0.084 -0.030 -0.067
C 1.492842 -1.432503 3.951063 0.011 0.045 -0.016
C 1.061341 -2.644954 4.467897 -0.008 -0.053 0.035
C 0.724687 -3.686910 3.614913 -0.003 -0.039 0.030
C 0.807628 -3.503792 2.242396 0.007 0.019 -0.036
C 1.214911 -2.282892 1.725204 -0.003 -0.088 0.045
H 2.276365 -0.962018 -2.472473 0.003 0.026 -0.039
H 5.216338 -0.035412 -1.376446 -0.046 0.030 -0.003
H 6.908098 -0.658637 0.173670 -0.005 0.003 -0.014
H 7.832013 -0.733651 2.454569 -0.002 -0.004 0.011
H 6.280127 -0.491256 4.399737 0.017 -0.007 -0.004
H 3.910389 -0.088635 4.009275 0.019 -0.004 0.003
H -0.071093 1.042657 3.272991 -0.016 -0.016 -0.008
H -0.554320 2.818685 4.896144 0.005 0.010 0.006
H 1.244102 4.377660 5.607853 0.000 0.005 -0.002
H 3.518163 4.123680 4.653992 -0.010 0.006 0.014
H 4.000195 2.338034 3.056592 -0.032 -0.021 -0.012
H 1.745103 -0.628585 4.632547 0.003 0.011 -0.016
H 0.990244 -2.774716 5.541450 -0.010 -0.010 -0.003
H 0.390133 -4.635723 4.016996 0.000 0.010 0.015
H 0.534515 -4.306145 1.567776 -0.004 -0.011 0.005
H 1.246707 -2.112955 0.654231 -0.005 0.002 -0.022
N 1.638652 3.471238 -2.116907 -0.004 -0.012 0.068
N 2.792517 2.578064 -1.995225 0.194 0.152 -0.046
H 1.442908 3.736451 -1.155842 -0.008 0.024 0.082
H 0.868106 2.834193 -2.316463 -0.061 0.020 -0.105
H 3.598633 3.153080 -2.218412 0.028 0.020 -0.039
H 2.729588 1.920876 -2.765402 -0.092 -0.143 0.025
C -2.410577 -4.104440 -1.471067 0.035 0.073 -0.010
C -2.706865 -2.682831 -0.998497 0.020 -0.026 0.032
C -2.550696 -2.590610 0.517650 -0.101 -0.040 -0.032
C -4.121662 -2.286187 -1.413379 -0.010 0.009 -0.051
O -1.724463 -1.857884 -1.623857 -0.044 -0.108 0.039
Si -1.696332 -0.228200 -1.872941 -0.031 -0.033 0.172
S 0.214559 0.376477 -2.335561 0.126 -0.004 -0.319
O -2.381617 0.406478 -0.517848 -0.231 0.200 0.041
C -2.854384 1.715273 -0.188151 0.028 -0.067 0.024
C -1.929247 2.795710 -0.737097 0.046 -0.046 -0.005
C -2.855022 1.768895 1.335982 0.049 -0.030 -0.005
C -4.272862 1.893489 -0.728237 0.020 -0.034 0.049
O -2.799218 0.147960 -3.056703 0.024 0.062 -0.314
C -2.712787 0.029434 -4.481078 -0.030 0.026 0.075
C -2.038934 1.277005 -5.053551 -0.076 -0.061 0.044
C -4.154573 -0.053977 -4.968836 -0.048 -0.016 0.036
C -1.954121 -1.232319 -4.890971 -0.007 0.042 0.024
H -3.101506 -4.820044 -1.020763 -0.014 0.003 0.019
H -1.390030 -4.375933 -1.197947 0.007 -0.005 -0.002
H -2.501332 -4.162155 -2.557372 0.003 -0.005 -0.002
H -3.252144 -3.263126 1.021840 0.017 0.013 -0.045
H -2.731035 -1.571534 0.851444 -0.007 0.060 0.009
H -1.538805 -2.866237 0.802716 0.112 -0.015 0.030
H -4.849662 -2.958869 -0.952972 0.015 -0.010 0.006
H -4.230003 -2.344998 -2.497921 0.001 0.008 -0.002
H -4.344489 -1.265667 -1.103755 0.009 0.024 0.004
H -0.906865 2.599140 -0.405900 -0.010 0.033 -0.004
H -2.246915 3.779359 -0.380841 -0.005 -0.023 -0.005
H -1.938748 2.800629 -1.828792 0.009 -0.021 -0.026
H -1.841413 1.584195 1.694033 0.013 0.008 0.024
H -3.516068 0.999632 1.740809 0.015 -0.013 -0.011
H -3.188088 2.744375 1.696637 -0.014 0.016 -0.015
H -4.280586 1.766482 -1.808469 0.011 -0.015 -0.077
H -4.656914 2.887679 -0.483109 0.037 -0.017 0.019
H -4.939469 1.148995 -0.287119 0.005 -0.018 -0.005
H -2.591928 2.167834 -4.747463 0.002 -0.007 0.012
H -2.014520 1.242584 -6.146510 -0.019 -0.040 0.030
H -1.022276 1.353288 -4.676790 0.092 0.026 0.031
H -4.703280 0.839591 -4.666146 -0.001 0.001 0.009
H -4.645978 -0.923441 -4.528461 -0.008 0.002 -0.007
H -4.196284 -0.139926 -6.056255 0.015 0.005 -0.027
H -0.923132 -1.192211 -4.539461 0.023 -0.001 0.023
H -1.947455 -1.330305 -5.979273 -0.012 0.019 -0.001
H -2.429093 -2.117036 -4.463748 -0.006 0.000 0.018
```
Forces are in eV/Å.

Summary:
Relative energy (zero: lowest compared OMol25 entry of this formula, charge and spin) in eV: 0.000
Spin multiplicity: 1
Total charge: -1
Highest occupied orbital energy in eV: -3.48

***

No. 3
Molecular formula: C31H47N9P2RuSSe
Method: DFT, ωB97M-V/def2-TZVPD

```
92
Properties=species:S:1:pos:R:3:forces:R:3
Ru 0.006851 -0.778905 -0.177860 -0.184 -2.249 0.285
C -3.126740 0.799819 -0.177472 0.126 -0.582 0.206
P -1.383744 1.187326 0.187492 -0.712 1.919 -0.558
C -0.870840 2.316021 -1.166625 1.036 -0.381 -0.331
N -1.651882 3.276618 -1.551072 -1.286 0.116 0.585
C -1.271103 4.177146 -2.466913 1.254 -0.103 -0.501
C -2.099575 5.234131 -2.878240 -0.350 0.116 0.068
C -1.644241 6.127676 -3.808728 -0.030 -0.095 0.109
C -0.351785 5.999597 -4.376847 0.093 -0.110 0.048
C 0.484811 4.985263 -4.004342 0.344 0.033 -0.174
C 0.060397 4.048091 -3.044166 -1.277 0.270 0.541
N 0.820600 3.023586 -2.650311 1.252 -0.287 -0.588
C 0.418716 2.177600 -1.749790 -1.079 -0.214 0.536
P 1.443246 0.704071 -1.384022 0.756 1.726 -0.246
C 2.191640 0.438365 -3.018572 -0.202 -0.752 0.136
C 2.867305 1.146097 -0.212748 -0.173 -0.462 0.057
C 4.111479 0.371141 -0.660136 -0.029 0.020 -0.004
C 2.484004 0.694567 1.203315 -0.052 0.013 -0.131
C 3.107220 2.650488 -0.289477 -0.037 0.069 -0.081
C -1.464092 2.352477 1.713799 0.439 -0.672 0.453
C -2.717795 3.214805 1.603004 -0.115 -0.033 -0.223
C -1.533742 1.433707 2.939631 0.019 0.037 -0.045
C -0.221940 3.238245 1.765988 0.018 -0.043 -0.146
H -3.589396 1.676958 -0.628825 0.133 0.129 0.010
H -3.644588 0.544324 0.747456 0.008 0.031 -0.002
H -3.211650 -0.045820 -0.853042 -0.051 0.032 -0.075
H -3.084169 5.331942 -2.438433 0.019 -0.010 -0.012
H -2.273445 6.953598 -4.112587 -0.012 -0.012 -0.017
H -0.024442 6.720525 -5.113803 -0.002 0.018 0.009
H 1.478869 4.890740 -4.423028 -0.029 -0.006 -0.011
H 2.769517 1.338393 -3.233363 -0.078 0.104 0.076
H 1.421678 0.327970 -3.781130 0.006 0.054 0.000
H 2.850750 -0.427529 -3.027988 0.011 0.035 0.001
H 3.914127 -0.698789 -0.774292 0.055 0.012 0.004
H 4.876374 0.476847 0.111386 -0.011 0.016 0.009
H 4.532845 0.764791 -1.583589 -0.014 -0.038 -0.031
H 2.418332 -0.397364 1.262455 0.062 0.008 0.070
H 1.541480 1.133499 1.542084 0.110 -0.130 0.005
H 3.260013 1.005118 1.905116 -0.013 0.020 0.025
H 3.335828 2.968685 -1.307565 -0.018 0.048 0.015
H 3.972679 2.894329 0.330124 0.002 -0.039 0.022
H 2.257077 3.228218 0.073719 0.021 0.006 -0.003
H -3.638639 2.647960 1.725463 -0.001 0.002 0.019
H -2.754525 3.768068 0.668113 -0.031 0.042 -0.076
H -2.677291 3.952613 2.407380 0.048 -0.068 0.062
H -2.421626 0.797673 2.918090 0.014 -0.025 0.027
H -1.588743 2.040490 3.844645 -0.024 0.036 -0.018
H -0.644295 0.802421 3.008110 -0.013 0.065 0.070
H -0.172946 3.919871 0.916517 0.021 0.011 -0.017
H 0.703686 2.666226 1.823860 -0.098 0.162 0.024
H -0.274251 3.852040 2.666271 -0.051 -0.019 0.025
N -0.395579 -1.530954 1.725082 0.159 0.214 -0.377
C -0.124366 -2.060988 2.740420 0.054 -0.123 0.356
N 0.156162 -2.645717 3.835767 -0.041 0.248 -0.511
C 0.134929 -1.944741 5.138998 -0.109 0.239 0.808
C -0.802029 -2.670830 6.106066 0.053 -0.052 -0.268
C -0.443219 -4.149806 6.211547 -0.089 -0.122 0.193
C -0.428931 -4.820025 4.840990 0.021 0.231 -0.086
C 0.503403 -4.084211 3.877299 -0.059 -0.777 0.215
H -0.168129 -0.909258 4.990611 0.025 -0.017 -0.128
H 1.151633 -1.959119 5.539542 0.047 0.003 -0.182
H -1.833791 -2.556123 5.762626 -0.007 0.017 0.033
H -0.720472 -2.182491 7.076547 -0.016 0.035 0.000
H -1.167337 -4.653877 6.851805 -0.018 0.020 -0.032
H 0.519854 -4.277528 6.714265 0.063 0.069 -0.112
H -1.438533 -4.836404 4.420658 0.002 -0.031 0.004
H -0.087199 -5.851974 4.917229 -0.002 -0.012 -0.024
H 0.447035 -4.497418 2.870246 0.006 0.114 -0.030
H 1.534176 -4.163118 4.232124 0.013 0.162 -0.070
C 3.349879 -5.012645 -1.154979 0.136 -0.241 0.260
N 2.587540 -4.328658 -2.202751 -0.021 0.031 0.153
C 1.807563 -3.286417 -2.059447 0.062 -0.019 -0.533
N 1.175089 -2.761491 -3.105474 -0.020 -0.057 0.131
S 1.639136 -2.582124 -0.466776 -0.261 0.598 0.195
H 4.241870 -5.446222 -1.599272 0.002 0.071 -0.059
H 2.762333 -5.818346 -0.714107 -0.052 0.047 -0.062
H 3.647882 -4.315221 -0.376341 0.026 0.044 -0.075
H 2.645569 -4.751318 -3.123108 -0.037 0.026 -0.032
H 1.267684 -3.152665 -4.033920 0.018 -0.002 0.009
H 0.516683 -2.011832 -2.967456 -0.054 0.058 -0.062
Se -2.861802 -3.808690 -0.722904 0.256 -0.112 0.514
N -3.696795 -3.433868 -2.177303 -0.551 0.015 -0.648
C -3.140806 -2.382999 -2.762646 0.376 0.041 0.393
C -3.559686 -1.712061 -3.938169 -0.009 0.218 -0.209
C -2.844545 -0.602838 -4.309397 -0.219 -0.208 -0.084
C -1.715106 -0.189288 -3.567404 0.243 0.007 0.225
N -1.278710 -0.799838 -2.475874 0.234 0.292 -0.009
C -2.002772 -1.863357 -2.057960 -0.480 -0.497 -0.127
N -1.685138 -2.475351 -0.927958 0.407 0.627 0.039
H -4.417700 -2.063247 -4.498855 0.001 0.009 0.010
H -3.125742 -0.031171 -5.183233 0.023 -0.017 -0.016
H -1.142072 0.672504 -3.895540 -0.057 0.032 -0.009
```
Forces are in eV/Å.

Summary:
Spin multiplicity: 5
Total charge: +4
Highest occupied orbital energy (spin up / spin down) in eV: -18.32 / -18.32